Record 1
The following is a quantum chemistry calculation of 2 unconnected molecules or ions with the total composition C32H36N2O5, from the Open Molecules 2025 dataset.

LUMO energy = -0.022 eV
HOMO energy = -6.6 eV

Geometry (Å):
C1 0.60934 -2.51221 -3.05638
C2 2.52045 -4.61775 0.91043
C3 -2.79517 -0.22260 0.44518
O1 1.00735 0.99150 1.74328
C4 -3.77607 -0.31715 5.24939
H1 -2.58834 3.65288 1.37564
H2 -0.05426 -1.15767 2.21548
H3 1.09625 -3.19068 -5.03644
O2 2.56201 0.96110 -2.01314
C5 -0.35323 2.04322 -0.67831
C6 -3.65027 0.05247 1.50126
C7 1.31437 -3.30170 -3.97278
O3 2.69482 0.39261 0.43907
C8 -1.07784 -0.87034 2.00135
H4 -4.73332 -0.42308 5.77801
C9 -3.22853 -0.13634 2.85123
N1 1.80018 -3.65771 0.08894
H5 -4.66291 0.38795 1.29137
H6 -4.22225 4.88994 -2.74256
H7 5.24394 0.95355 0.80414
C10 4.61555 0.72981 -3.11675
H8 0.53532 -2.85798 1.60298
C11 -2.07207 3.35475 0.46158
H9 -0.18725 -1.84948 -3.38407
H10 2.77515 -4.86072 -4.28166
H11 3.04604 -4.10086 1.72860
C12 0.59246 0.95469 -0.63190
C13 0.92565 -2.59120 -1.71077
C14 3.14458 0.51467 -3.26329
C15 -1.92064 3.42274 -1.97676
H12 -3.12902 -0.06200 -0.58140
H13 -3.27290 -1.28956 5.23945
H14 -0.54766 2.28807 1.48414
H15 -4.61375 6.22495 -1.59239
C16 -2.55763 3.83488 -0.78162
C17 -0.83946 2.55855 -1.90902
C18 1.41912 0.80322 0.59812
H16 -2.25481 3.79053 -2.95054
C19 1.26174 0.68764 -1.94517
C20 0.32146 -2.03606 -0.49363
C21 2.57139 -4.37509 -2.18546
H17 3.29455 -5.09008 -1.80551
O4 -3.57706 4.73742 -0.74781
H18 2.71430 1.09632 -4.09229
C22 0.82999 -2.82065 0.55602
H19 -4.98292 1.91890 4.55046
H20 -6.09293 0.58739 4.12719
N2 -4.05512 0.14498 3.90495
H21 -2.94720 6.06751 -2.26604
H22 1.82883 -5.34977 1.36184
H23 2.90887 -0.55164 -3.39886
C23 -1.48169 -0.70277 0.66854
H24 4.98133 -0.80155 0.91335
C24 -0.94593 2.56075 0.51260
H25 -0.37884 2.25118 -2.84699
C25 -0.57408 -0.94000 -0.45658
H26 -5.27192 1.50222 2.82811
H27 3.26032 -5.14184 0.29701
C26 -1.92207 -0.64018 3.07731
C27 -3.84495 5.52588 -1.92932
H28 -0.91738 -0.59840 -1.43367
C28 -5.15438 1.08942 3.83681
C29 2.27246 -4.23082 -3.55076
H29 5.08880 0.52156 -4.07647
H30 2.93884 -0.37563 2.33623
H31 -1.54886 -0.77399 4.09367
H32 3.21777 1.37583 2.17408
C30 4.81981 0.15257 1.41864
H33 4.85344 1.75196 -2.81794
C31 3.37684 0.40193 1.70374
O5 0.66020 0.25239 -2.92637
H34 -3.15270 0.40256 5.80104
H35 5.37379 0.12668 2.35676
C32 1.88110 -3.55062 -1.30369
H36 5.02699 0.04096 -2.37166

Just the Löwdin charges please, in e? Sure, here they are: -0.0320 -0.0142 -0.0179 0.0400 -0.0739 0.1174 0.0896 0.1022 0.0221 -0.1555 -0.0188 -0.0876 0.0021 -0.0442 0.0868 -0.2208 -0.0920 0.0977 0.0875 0.0833 -0.0700 0.1266 -0.0018 0.1114 0.0976 0.0929 -0.0467 -0.1101 -0.2047 -0.0181 0.1233 0.0845 0.1064 0.0890 -0.2747 -0.0084 -0.4139 0.1033 -0.4437 -0.1234 -0.0190 0.0948 -0.1056 0.1321 0.0184 0.0935 0.0905 -0.2064 0.0971 0.0986 0.1257 -0.2044 0.0772 -0.0062 0.1103 0.0182 0.0748 0.0777 -0.0043 -0.0691 0.1233 -0.0624 -0.0915 0.0781 0.1242 0.1013 0.1298 -0.0708 0.0822 -0.2328 0.0456 0.0943 0.0767 -0.1633 0.0800



Record 2
The following is a quantum chemistry calculation of a molecular structure, C32H36N7RuS2, from the Open Molecules 2025 dataset.

Charge = +3
Spin multiplicity = 5
LUMO energy (spin up / spin down) = -8.956 / -11.793 eV
HOMO energy (spin up / spin down) = -16.2 / -16.3 eV

Geometry (Å):
C1 -4.77164 3.71403 -1.45118
C2 -2.46652 1.10478 -0.56358
H1 5.46483 -3.86700 0.86733
H2 0.18826 -1.91664 4.73351
H3 0.13330 -6.24742 -2.89538
C3 0.72357 -2.58101 -1.63433
H4 -1.18190 -0.98626 4.09464
C4 5.33138 -2.92037 0.36162
H5 -4.89002 4.79498 -1.37523
H6 -0.79838 1.92893 -2.82543
S1 -3.29794 -2.70368 -1.17274
C5 -0.56829 -3.19212 -1.59469
C6 -0.78197 -4.52258 -2.02830
H7 2.34677 -5.17309 -3.08267
H8 -2.03286 3.80686 -1.37395
H9 -2.70860 5.04271 -0.32556
Ru1 0.78323 -0.67720 -0.81768
C7 -3.63483 -1.05524 -0.82457
C8 2.36871 1.46580 -2.29417
N1 0.56874 0.33973 1.00328
H10 -1.76728 -4.96993 -1.96968
N2 1.03305 1.16595 -2.11567
C9 3.28803 0.54642 -1.64510
H11 -1.10334 2.77351 3.48277
H12 -5.83495 1.40517 -0.33572
C10 0.27976 1.98886 -2.80120
C11 -0.51826 2.31664 2.68680
C12 -4.86989 -0.44845 -0.64542
H13 -1.83585 3.70010 0.39158
C13 -4.87985 0.91341 -0.45763
N3 -1.31232 -1.03718 -0.94956
H14 0.66633 1.34031 0.86302
C14 6.46908 -2.17843 0.00443
N4 0.42332 -1.19534 2.74833
H15 2.11011 -1.71114 1.64434
H16 7.24501 -0.41441 -0.95479
C15 0.32533 0.06354 2.29369
H17 3.54847 2.95725 -3.40944
H18 1.50645 -2.96095 2.72688
C16 -0.40597 -1.70347 3.84545
N5 -0.02690 1.03134 3.15913
C17 -2.41871 -0.28956 -0.76050
C18 1.52339 -4.62107 -2.64613
H19 3.18744 -3.06982 0.32155
H20 -1.54216 1.66176 -0.53444
C19 1.75128 -3.31434 -2.18997
C20 3.93950 -1.25307 -0.58258
C21 1.20719 -2.17905 2.03012
C22 -3.85333 3.22595 -0.31396
C23 0.43146 1.02532 4.55536
H21 -5.78992 -1.01643 -0.67410
C24 -4.50783 3.53176 1.04572
H22 0.29638 3.00344 2.43324
H23 2.74787 -2.90765 -2.28378
C25 -1.61369 -2.32861 -1.22042
C26 5.08007 -0.54177 -0.95451
C27 -2.52389 3.97259 -0.41074
C28 0.27099 -5.23301 -2.54774
H24 0.65003 -2.65572 1.21300
N6 4.62079 0.58794 -1.62528
H25 -0.88039 -2.62827 3.51641
H26 -1.17435 2.17477 1.82981
C29 4.05661 -2.47777 0.07657
N7 2.81938 -0.53270 -1.01552
H27 7.44771 -2.56566 0.25181
H28 0.98098 1.94851 4.74022
H29 -0.40933 0.97369 5.24624
H30 1.10087 0.19027 4.73284
C30 6.36824 -0.97786 -0.66627
S2 1.12976 3.16409 -3.67684
H31 -5.48941 3.06929 1.14818
H32 -5.76858 3.27761 -1.40074
H33 -4.34778 3.48748 -2.43122
H34 -4.64594 4.60864 1.14339
C31 2.60551 2.53010 -3.10537
H35 -3.88255 3.19214 1.87408
C32 -3.68386 1.72538 -0.44333
H36 5.20012 1.30319 -2.03822

Just the Löwdin charges please, in e? Sure, here they are: -0.0151 0.0327 0.1229 0.1056 0.1338 -0.1696 0.0957 -0.0352 0.1059 0.0831 1.2548 -0.2390 0.0148 0.1345 0.0815 0.1066 1.3817 -0.3906 -0.3012 0.0060 0.1221 -0.0729 -0.2363 0.1096 0.1340 -0.4275 -0.0330 -0.0152 0.0679 0.0731 -0.0286 0.0570 -0.0325 -0.1344 0.0634 0.1310 -0.4108 0.1014 0.1144 -0.0145 -0.1334 -0.2327 0.0229 0.0983 0.0828 -0.0718 -0.2113 -0.0502 -0.5494 -0.0098 0.1394 -0.0110 0.1095 0.0975 -0.4749 -0.1535 -0.0413 -0.0112 0.0753 0.2211 0.1025 0.0575 -0.0352 -0.0016 0.1263 0.1073 0.1063 0.0943 0.0252 1.1677 0.0916 0.0886 0.0990 0.1064 -0.2780 0.0889 -0.1101 0.1900



Record 3
The following is a quantum chemistry calculation of 2 unconnected molecules or ions with the total composition C32H37BO3S, from the Open Molecules 2025 dataset.

Energy above the lowest of the compared OMol25 structures with the same formula, charge and spin = 49.4 kJ/mol
LUMO energy = 0.640 eV
HOMO energy = -7.2 eV
SMILES = Cc1ccc([C@H](B2OC(C)(C)C(C)(C)O2)c2ccccc2)cc1.COc1ccc(-c2ccc(C)s2)cc1

Geometry (Å):
C1 -0.70331 2.90773 -0.22329
C2 -0.22993 -0.85417 -2.68488
C3 -4.26320 2.69643 0.90584
C4 -2.04603 -1.39888 0.55370
C5 2.93429 -0.66699 3.04689
H1 -1.80016 0.89486 3.66194
H2 3.91196 -0.44414 3.48697
C6 3.79347 -1.50304 0.68366
H3 4.74397 0.04945 -0.44999
H4 -0.75866 -1.12568 -4.76152
H5 2.54014 0.24542 2.59079
H6 2.24998 -0.95612 3.85749
H7 -3.87531 -0.43787 3.27050
H8 2.21821 3.66121 1.30194
H9 -0.28815 0.23402 -2.69736
H10 -4.84059 2.84699 1.81924
H11 -0.55688 -3.30325 -5.97279
C7 0.13474 -3.61638 -2.64052
C8 1.43095 3.50190 0.56476
H12 4.27784 -3.57892 0.19706
C9 -1.87233 0.23878 2.79176
O1 1.74133 -2.23212 1.69761
H13 3.06889 -3.26972 3.68134
C10 -0.78675 0.12117 1.92453
H14 3.96136 0.65846 1.02659
H15 5.07813 -2.35344 -0.81773
C11 -4.90923 2.42601 -0.32006
C12 4.75680 -2.58921 0.20699
H16 3.47255 4.64513 -0.76076
H17 -1.22993 -4.56365 -4.93370
C13 1.60791 3.66168 -0.80379
C14 -2.11708 2.62155 -0.24276
H18 4.65070 -2.53621 3.35460
C15 -0.38342 -3.87277 -5.05671
C16 0.09786 3.13090 0.89220
C17 -0.85550 -0.69362 0.78302
C18 4.52831 -0.17747 0.60175
H19 0.37740 -4.68557 -2.64605
C19 -0.44015 -1.61177 -3.84076
C20 -4.15073 2.18139 -1.48924
C21 -7.04244 2.91493 0.65348
S1 0.20649 3.19430 -1.68765
H20 5.48210 -0.26398 1.13880
H21 -3.98883 -1.97512 1.28382
H22 2.47678 4.96682 -2.20813
C22 0.20275 -2.88659 -1.45557
C23 2.79575 4.19852 -1.49395
H23 0.69037 0.28989 -0.35991
H24 5.65759 -2.62287 0.83916
H25 -2.40266 3.02315 1.87737
H26 0.33922 -3.43234 -0.50922
H27 -2.20404 1.99525 -2.32757
B1 1.57274 -1.76787 0.42713
H28 0.12362 0.69809 2.10336
H29 3.31599 3.40591 -2.04143
C24 0.07511 -1.48165 -1.47204
C25 -2.77907 2.24524 -1.43631
H30 -0.26856 3.03992 1.90948
C26 3.74168 -2.93350 2.88251
C27 0.29799 -0.71605 -0.17686
H31 0.50249 -4.50641 -5.20753
H32 -2.13260 -2.00040 -0.35195
H33 4.03744 -3.79241 2.27465
C28 -2.88851 2.80270 0.92837
O2 2.72593 -1.48223 -0.27970
H34 -6.89384 2.27652 1.53758
C29 3.08709 -1.82841 2.07765
H35 -4.69706 1.97913 -2.40889
C30 -3.10779 -1.35054 1.46025
C31 -0.23410 -2.99754 -3.83850
H36 -8.07306 2.84244 0.30830
C32 -3.04247 -0.49634 2.56478
O3 -6.26015 2.45349 -0.47185
H37 -6.78536 3.95582 0.90105

Just the Löwdin charges please, in e? Sure, here they are: -0.4764 -0.0098 -0.0186 -0.0189 -0.0171 0.1036 0.0941 -0.4472 0.0996 0.1083 0.0796 0.1056 0.0985 0.1098 0.0909 0.1040 0.0718 -0.0317 -0.1233 0.0956 -0.0981 0.1586 0.1013 -0.0511 0.0793 0.0982 -0.2705 -0.0236 0.0821 0.0816 -0.6048 -0.2428 0.0971 -0.0643 -0.1349 -0.1852 -0.0049 0.1196 -0.0302 0.0007 -0.0672 1.0847 0.0968 0.1025 0.0767 -0.0371 -0.1183 0.1324 0.0938 0.1077 0.1325 0.0914 -0.5418 0.1007 0.0786 -0.2170 -0.0471 0.1011 -0.0184 -0.0599 0.0806 0.1126 0.0783 -0.0288 0.1307 0.0887 -0.4319 0.1202 -0.0782 -0.2803 0.0893 -0.1031 -0.0947 0.0981



M per entry: 528.65; 683.89; 512.52 g mol⁻¹
Max |F| per entry: 0.041; 0.007; 0.079 Eh/bohr